(1)
DFT (wB97M-V/def2-TZVPD) results for a gas-phase ion, C2H4ClN4 (charge +1) at a distorted geometry.

Structure (ORCA input):
```
! RIJCOSX wB97M-V def2-TZVPD def2/J DEFGRID3
* xyz 1 1
C 0.6369 1.4475 -0.7200
C 0.2768 -0.8072 0.9224
N -0.3890 0.6905 -1.0738
N 1.3524 1.1181 0.3697
N 1.1767 0.1732 1.1604
N -0.7162 -0.4695 -0.4332
Cl -2.6422 -0.4608 -0.2958
H 0.6381 2.3953 -1.2661
H 0.5977 -1.8166 0.4871
H -0.3099 -0.9631 1.8214
H -0.6212 -1.3074 -0.9721
*
```

Computed properties:
Orbital gap (spin up / spin down): 7.476 / 7.477 eV
F_max: 0.114 hartree/bohr
Relative energy (zero: lowest compared OMol25 entry of this formula, charge and spin): 668.6 kJ/mol
LUMO (spin up / spin down): -7.1 / -7.1 eV

(2)
DFT (wB97M-V/def2-TZVPD) results for 2 unconnected molecules or ions with the total composition C2H4ClNO at a distorted geometry.

Structure (ORCA input):
```
! RIJCOSX wB97M-V def2-TZVPD def2/J DEFGRID3
* xyz 0 1
C -0.3215 -0.5777 0.0302
C -1.3035 0.4502 0.0443
N 0.3628 -1.5275 -0.0154
O 1.6862 1.0464 -0.0826
Cl 2.7637 -0.1354 -0.0801
H -2.1410 0.2097 -0.6175
H -0.8364 1.3810 -0.2818
H -1.6659 0.5809 1.0622
H 1.4556 -1.4277 -0.0592
*
```

Computed properties:
Orbital gap (spin up / spin down): 8.398 / 8.397 eV
F_max: 0.041 hartree/bohr
Relative energy (zero: lowest compared OMol25 entry of this formula, charge and spin): 423.7 kJ/mol
LUMO (spin up / spin down): 0.2 / 0.2 eV

(3)
DFT (wB97M-V/def2-TZVPD) results for 2 unconnected molecules or ions with the total composition C2H4ClNO2 at a distorted geometry.

Structure (ORCA input):
```
! RIJCOSX wB97M-V def2-TZVPD def2/J DEFGRID3
* xyz 0 1
C 0.9418 1.0586 0.4119
C 1.3230 -0.0306 -0.2212
N -1.6591 -0.0609 0.2836
O -2.6358 0.6230 0.3298
O -1.7778 -1.1751 -0.5160
Cl 1.1470 -1.7725 0.2212
H -0.8879 -1.4568 -0.7628
H 1.2117 1.9726 0.0381
H 0.4355 0.9401 1.3897
H 1.9017 -0.0983 -1.1743
*
```

Computed properties:
Orbital gap: 10.364 eV
F_max: 0.075 hartree/bohr
Relative energy (zero: lowest compared OMol25 entry of this formula, charge and spin): 366.1 kJ/mol
LUMO: 0.3 eV

(4)
DFT (wB97M-V/def2-TZVPD) results for 2 unconnected molecules or ions with the total composition C2H4ClNO2 at a distorted geometry.

Structure (ORCA input):
```
! RIJCOSX wB97M-V def2-TZVPD def2/J DEFGRID3
* xyz 0 1
C 1.1733 0.4050 1.1076
C -0.8754 -0.0609 -0.7872
N 1.9493 0.0081 0.0506
O 2.2971 0.8080 -0.8196
O 2.1914 -1.1770 0.0442
Cl -2.3389 -0.0039 0.0843
H 0.5506 -0.2318 1.6601
H 1.3986 1.2854 1.6138
H -0.5443 -1.0849 -0.8275
H -0.7020 0.7695 -1.2971
*
```

Computed properties:
Orbital gap (spin up / spin down): 7.147 / 9.638 eV
F_max: 0.094 hartree/bohr
Relative energy (zero: lowest compared OMol25 entry of this formula, charge and spin): 660.5 kJ/mol
LUMO (spin up / spin down): -1.8 / -0.5 eV

(5)
DFT (wB97M-V/def2-TZVPD) results for a single C2H4ClNO2 molecule at a distorted geometry.

Structure (ORCA input):
```
! RIJCOSX wB97M-V def2-TZVPD def2/J DEFGRID3
* xyz 0 1
O -0.7334 -2.1945 0.6012
O -2.0241 -0.4241 0.3966
Cl 1.8378 1.7197 -0.5938
N -0.9046 -0.9964 0.4876
C 0.3179 0.7512 -0.7582
C 0.2731 -0.1564 0.4659
H 0.2952 0.1472 -1.6937
H -0.5091 1.4383 -0.7699
H 1.1902 -0.7335 0.4800
H 0.2570 0.4485 1.3843
*
```

Computed properties:
Orbital gap: 11.123 eV
F_max: 0.052 hartree/bohr
Relative energy (zero: lowest compared OMol25 entry of this formula, charge and spin): 262.6 kJ/mol
LUMO: -0.3 eV

(6)
DFT (wB97M-V/def2-TZVPD) results for 2 unconnected molecules or ions with the total composition C2H4ClOP at a distorted geometry.

Structure (ORCA input):
```
! RIJCOSX wB97M-V def2-TZVPD def2/J DEFGRID3
* xyz 0 3
C -1.6955 0.6560 -0.3315
C -0.8017 1.5597 -0.6855
O 3.0836 -1.3290 -0.0204
P 2.8012 -1.7614 1.3291
Cl 1.2033 -3.1440 1.2447
H -1.4108 -0.3667 -0.3173
H -2.6905 0.6217 0.1431
H -0.8031 2.5453 -0.5244
H 0.3136 1.2183 -0.8378
*
```

Computed properties:
Orbital gap (spin up / spin down): 8.562 / 5.971 eV
F_max: 0.093 hartree/bohr
Relative energy (zero: lowest compared OMol25 entry of this formula, charge and spin): 57.8 kJ/mol
LUMO (spin up / spin down): 0.7 / -4.3 eV

(7)
DFT (wB97M-V/def2-TZVPD) results for a single C2H4ClP molecule at a distorted geometry.

Structure (ORCA input):
```
! RIJCOSX wB97M-V def2-TZVPD def2/J DEFGRID3
* xyz 0 1
C -0.9333 -0.0721 0.1230
C 0.3716 0.6784 -0.1435
P 0.6269 -0.9568 -0.9625
Cl 1.6515 -1.9776 0.5059
H -1.3722 -0.3954 1.0106
H -1.6532 0.3435 -0.4376
H 0.3394 1.4940 -0.8810
H 0.9693 0.8860 0.7851
*
```

Computed properties:
Orbital gap: 10.098 eV
F_max: 0.095 hartree/bohr
Relative energy (zero: lowest compared OMol25 entry of this formula, charge and spin): 40.3 kJ/mol
LUMO: 0.9 eV

(8)
DFT (wB97M-V/def2-TZVPD) results for a molecular structure, C2H4ClP at a distorted geometry.

Structure (ORCA input):
```
! RIJCOSX wB97M-V def2-TZVPD def2/J DEFGRID3
* xyz 0 1
C 0.8060 -0.5678 0.1134
C -0.8127 0.1617 -0.6799
P 0.6245 1.2152 0.0985
Cl -2.2907 -0.2224 0.1358
H 0.4276 -0.9308 1.0369
H 1.5482 -0.9351 -0.5188
H -0.7591 -0.1705 -1.7466
H 0.4561 1.4496 1.5607
*
```

Computed properties:
Orbital gap: 9.426 eV
F_max: 0.086 hartree/bohr
Relative energy (zero: lowest compared OMol25 entry of this formula, charge and spin): 240.8 kJ/mol
LUMO: 0.8 eV

(9)
DFT (wB97M-V/def2-TZVPD) results for a molecular structure, C2H4CsFO.

Structure (ORCA input):
```
! RIJCOSX wB97M-V def2-TZVPD def2/J DEFGRID3
* xyz 0 1
O 0.5242 0.0831 -0.7811
C 0.3283 -1.3383 -1.0300
C 0.8719 -0.8210 0.2114
H 0.9986 -1.7564 -1.7818
H -0.7170 -1.6527 -1.0512
H 1.9171 -0.8689 0.5211
F 0.0411 -0.7491 1.2908
Cs -1.7532 2.5865 0.2603
H -2.2111 4.5167 2.3604
*
```

Computed properties:
Orbital gap: 4.988 eV
F_max: 0.011 hartree/bohr
Relative energy (zero: lowest compared OMol25 entry of this formula, charge and spin): 0.0 kJ/mol
LUMO: -0.4 eV

(10)
DFT (wB97M-V/def2-TZVPD) results for a molecular structure, C2H4CuLiO2 at a distorted geometry.

Structure (ORCA input):
```
! RIJCOSX wB97M-V def2-TZVPD def2/J DEFGRID3
* xyz 1 2
O 1.1449 -0.1616 0.9724
C -0.4563 0.0942 0.7468
C -0.7324 -0.1330 -0.7141
O 0.6219 0.1268 -1.0483
Li 1.6184 -1.4426 -0.3804
Cu 1.9811 1.5144 -0.0556
H -1.1964 -0.4769 1.3281
H -0.5826 1.0330 1.3044
H -1.3772 0.6118 -1.1960
H -1.0213 -1.1660 -0.9573
*
```

Computed properties:
Orbital gap (spin up / spin down): 9.080 / 8.169 eV
F_max: 0.057 hartree/bohr
Relative energy (zero: lowest compared OMol25 entry of this formula, charge and spin): 170.6 kJ/mol
LUMO (spin up / spin down): -5.2 / -5.6 eV

(11)
DFT (wB97M-V/def2-TZVPD) results for a molecular structure, C2H4DyO at a distorted geometry.

Structure (ORCA input):
```
! RIJCOSX wB97M-V def2-TZVPD def2/J DEFGRID3
* xyz 2 7
O -2.3302 2.4680 -1.9906
Dy -0.7785 1.3903 -0.9178
C 0.1773 -1.0678 0.0871
C 0.8388 -0.1860 0.8606
H -0.7835 -1.4851 0.4038
H 0.6173 -1.4440 -0.8417
H 0.4296 0.1422 1.8203
H 1.8293 0.1823 0.5784
*
```

Computed properties:
Orbital gap (spin up / spin down): 9.551 / 7.190 eV
F_max: 0.047 hartree/bohr
Relative energy (zero: lowest compared OMol25 entry of this formula, charge and spin): 151.3 kJ/mol
LUMO (spin up / spin down): -11.7 / -13.4 eV

(12)
DFT (wB97M-V/def2-TZVPD) results for a molecular structure, C2H4F2 at a distorted geometry.

Structure (ORCA input):
```
! RIJCOSX wB97M-V def2-TZVPD def2/J DEFGRID3
* xyz 0 1
C 0.6854 -0.1685 0.3332
C -0.6157 0.1076 -0.2658
F -1.4588 -0.8834 0.0712
F -0.6317 0.1976 -1.5915
H 0.5853 -0.4596 1.3970
H 1.2907 -0.9495 -0.2140
H 1.1728 0.7851 0.1745
H -1.0280 1.3707 0.0955
*
```

Computed properties:
Orbital gap: 12.562 eV
F_max: 0.084 hartree/bohr
Relative energy (zero: lowest compared OMol25 entry of this formula, charge and spin): 92.2 kJ/mol
LUMO: 1.1 eV

(13)
DFT (wB97M-V/def2-TZVPD) results for a single C2H4F2 molecule at a distorted geometry.

Structure (ORCA input):
```
! RIJCOSX wB97M-V def2-TZVPD def2/J DEFGRID3
* xyz 0 1
C 0.0489 0.1098 0.7570
C -0.0464 -0.0435 -0.7402
F 0.4648 -1.1898 -1.1434
F 0.4749 0.9217 -1.4818
H -0.3809 0.9845 1.3613
H -0.5225 -0.6910 1.2374
H 1.1242 -0.0765 1.0175
H -1.1629 -0.0153 -1.0077
*
```

Computed properties:
Orbital gap: 12.656 eV
F_max: 0.096 hartree/bohr
Relative energy (zero: lowest compared OMol25 entry of this formula, charge and spin): 35.5 kJ/mol
LUMO: 1.1 eV

(14)
DFT (wB97M-V/def2-TZVPD) results for a molecular structure, C2H4F2NO12S2Zr at a distorted geometry.

Structure (ORCA input):
```
! RIJCOSX wB97M-V def2-TZVPD def2/J DEFGRID3
* xyz -1 1
Zr 4.6034 6.4724 5.4469
C 2.7850 9.7614 6.0927
O 4.5948 5.8629 7.3142
O 2.6149 9.5467 4.9070
O 4.2289 9.2597 6.7184
C 6.1733 9.5832 2.8442
O 5.3293 9.0448 3.5245
O 5.1541 6.6083 3.5930
O 6.8693 10.4399 2.4543
N 6.0941 4.4919 5.3576
S 7.7293 4.4798 5.4582
O 8.3181 4.7925 4.1977
O 8.2339 3.4795 6.2872
F 7.9520 5.8228 6.3203
S 4.9905 3.3807 5.0777
O 5.2275 2.5742 3.9443
O 3.8487 4.3126 4.9421
F 4.9710 2.7496 6.5185
O 3.0021 6.9267 4.9860
H 2.1027 7.0455 4.6393
H 6.0035 6.0562 3.2652
O 6.0294 8.0771 6.1188
H 6.9454 7.8281 5.9307
H 6.2441 8.1452 6.9936
*
```

Computed properties:
Orbital gap: 3.934 eV
F_max: 0.186 hartree/bohr
Relative energy (zero: lowest compared OMol25 entry of this formula, charge and spin): 0.0 kJ/mol
LUMO: -0.2 eV

(15)
DFT (wB97M-V/def2-TZVPD) results for a single C2H4F2Si molecule at a distorted geometry.

Structure (ORCA input):
```
! RIJCOSX wB97M-V def2-TZVPD def2/J DEFGRID3
* xyz 0 1
C -0.0609 0.4998 -0.3310
C -0.6338 1.2978 0.5031
F -0.9483 2.5902 0.3043
F -0.7808 0.9959 1.7529
Si 0.5146 -1.2860 -0.1241
H 0.0918 0.7817 -1.5210
H 1.9890 -1.0549 -0.2862
H -0.2639 -1.9408 -1.3385
H 0.0922 -1.8838 1.0405
*
```

Computed properties:
Orbital gap: 10.808 eV
F_max: 0.096 hartree/bohr
Relative energy (zero: lowest compared OMol25 entry of this formula, charge and spin): 432.8 kJ/mol
LUMO: 0.8 eV

(16)
DFT (wB97M-V/def2-TZVPD) results for a molecular structure, C2H4F6N3P3 at a distorted geometry.

Structure (ORCA input):
```
! RIJCOSX wB97M-V def2-TZVPD def2/J DEFGRID3
* xyz 0 1
C 0.2244 1.3043 1.1281
C -0.5813 2.1748 0.2357
N 1.2558 0.6250 0.7969
N -1.3080 -1.1352 0.2614
N 0.7013 -0.6262 -1.6582
F 0.5517 -2.6207 0.9807
F -1.4721 -2.9466 2.0590
F 2.5414 1.3629 -1.3125
F 2.8487 -0.7456 -0.4827
F -1.8222 -0.5208 -2.0996
F -0.7605 -2.7044 -1.8736
P -0.5682 -1.6489 1.6593
P 1.6881 0.1866 -0.7052
P -0.7423 -1.2460 -1.1686
H -0.1260 1.2745 2.1951
H -0.9341 3.0381 0.7538
H -1.4490 1.5584 -0.1096
H -0.0476 2.6697 -0.6598
*
```

Computed properties:
Orbital gap: 9.332 eV
F_max: 0.052 hartree/bohr
Relative energy (zero: lowest compared OMol25 entry of this formula, charge and spin): 13.0 kJ/mol
LUMO: -0.9 eV

(17)
DFT (wB97M-V/def2-TZVPD) results for 2 unconnected molecules or ions with the total composition C2H4FNO at a distorted geometry.

Structure (ORCA input):
```
! RIJCOSX wB97M-V def2-TZVPD def2/J DEFGRID3
* xyz 0 1
C 1.2757 0.9486 1.7369
C -0.0442 -0.3736 0.0358
N 0.3976 0.6319 0.9791
O 1.9933 1.5301 2.3638
F 0.0314 2.6173 -0.6864
H -0.1527 1.6843 -0.3942
H 0.7405 -0.9825 -0.3924
H -0.8470 -1.0971 0.4597
H -0.4657 0.1675 -0.8006
*
```

Computed properties:
Orbital gap: 11.269 eV
F_max: 0.113 hartree/bohr
Relative energy (zero: lowest compared OMol25 entry of this formula, charge and spin): 110.9 kJ/mol
LUMO: 0.4 eV

(18)
DFT (wB97M-V/def2-TZVPD) results for a single C2H4FP molecule at a distorted geometry.

Structure (ORCA input):
```
! RIJCOSX wB97M-V def2-TZVPD def2/J DEFGRID3
* xyz 0 1
C 0.0299 0.3766 0.3128
C -0.4040 0.9682 -0.8630
F -0.0503 2.1548 -1.1915
P 0.0576 -1.2662 1.3446
H 0.4616 1.3274 0.8449
H -0.8170 -2.0491 0.3642
H -0.6742 0.3134 -1.6736
H 1.3965 -1.8250 0.8616
*
```

Computed properties:
Orbital gap: 10.288 eV
F_max: 0.131 hartree/bohr
Relative energy (zero: lowest compared OMol25 entry of this formula, charge and spin): 186.4 kJ/mol
LUMO: 1.0 eV

(19)
DFT (wB97M-V/def2-TZVPD) results for a molecular structure, C2H4GdO2 at a distorted geometry.

Structure (ORCA input):
```
! RIJCOSX wB97M-V def2-TZVPD def2/J DEFGRID3
* xyz 3 8
O 0.2178 1.3709 0.1890
H -0.0343 2.2857 0.3637
O 0.8250 -1.0587 -0.1869
Gd 2.3205 0.6221 -0.1610
H 1.0226 -1.9936 -0.3182
C -0.5341 -0.7736 -0.1215
C -0.8513 0.5184 -0.0050
H -1.2231 -1.5529 -0.4333
H -1.7431 0.5817 0.6732
*
```

Computed properties:
Orbital gap (spin up / spin down): 5.069 / 5.905 eV
F_max: 0.079 hartree/bohr
Relative energy (zero: lowest compared OMol25 entry of this formula, charge and spin): 231.4 kJ/mol
LUMO (spin up / spin down): -18.4 / -17.6 eV

(20)
DFT (wB97M-V/def2-TZVPD) results for a molecular structure, C2H4HgLiO4 at a distorted geometry.

Structure (ORCA input):
```
! RIJCOSX wB97M-V def2-TZVPD def2/J DEFGRID3
* xyz 4 2
O -3.4272 -0.3546 -0.0537
C -3.9340 0.6947 -0.3091
H -5.0403 0.7465 -0.4782
H -3.2819 1.5978 -0.4364
Hg 0.2707 -1.3188 2.2056
Li 0.3205 -2.4314 -1.2238
O 0.0613 -1.0964 0.2675
C 0.3387 2.3646 -0.5385
O -0.2238 1.2774 -0.5747
O 0.7671 0.0959 -0.1896
H -0.3122 3.2467 -0.6163
H 1.4311 2.4164 -0.4058
*
```

Computed properties:
Orbital gap (spin up / spin down): 9.120 / 9.116 eV
F_max: 0.076 hartree/bohr
Relative energy (zero: lowest compared OMol25 entry of this formula, charge and spin): 0.0 kJ/mol
LUMO (spin up / spin down): -20.1 / -20.1 eV